Density functional theory data (ωB97M-V/def2-TZVPD) for a cluster of 4 separate species, C67H52BF6O14S in total.

Results
E_tot: -4659.78505 Ha
total charge: -1

Cartesian coordinates (Å):
1 C -4.213 1.799 0.573
2 C -3.231 1.275 1.063
3 C -2.267 0.229 1.746
4 C -0.926 -0.054 0.859
5 O -0.609 1.182 0.302
6 C -0.666 1.691 -0.992
7 C 0.783 1.529 -1.692
8 C -0.676 3.284 -0.732
9 C -0.711 4.492 -0.563
10 C -1.892 1.491 -1.965
11 C -1.703 1.762 -3.518
12 C -1.243 3.216 -3.940
13 C -0.915 0.584 -4.293
14 C -1.285 -1.277 -0.062
15 F -0.610 -1.280 -1.329
16 F -2.676 -1.274 -0.421
17 C -1.122 -2.748 0.447
18 C 0.131 -3.553 0.444
19 C 0.235 -4.972 0.902
20 C -0.970 -5.699 1.383
21 C -2.256 -4.950 1.361
22 C -3.545 -5.745 1.813
23 F -3.252 -6.873 2.556
24 F -4.497 -4.940 2.421
25 F -4.170 -6.229 0.632
26 C -2.330 -3.533 0.914
27 C 0.229 -0.302 1.977
28 O 1.366 -1.007 1.617
29 C 2.281 -0.676 0.615
30 C 3.085 0.688 0.601
31 B 3.532 -1.741 0.794
32 O 3.461 -2.874 1.655
33 O 4.736 -1.549 0.027
34 C 4.584 -2.289 -1.214
35 C 0.686 1.081 2.720
36 O 1.764 0.961 3.361
37 O 0.014 2.183 2.829
38 S -0.328 -1.224 3.535
39 O -0.717 -0.295 4.609
40 O -1.365 -2.231 3.412
41 F 1.026 -1.990 4.150
42 H -5.112 2.248 0.090
43 H -2.811 -0.728 2.006
44 H -2.008 0.777 2.712
45 H 1.463 2.181 -1.058
46 H 1.116 0.462 -1.774
47 H 0.831 1.984 -2.719
48 H -0.551 5.586 -0.723
49 H -2.681 2.247 -1.640
50 H -2.415 0.497 -1.934
51 H -2.760 1.664 -3.944
52 H -0.337 3.614 -3.410
53 H -1.152 3.232 -5.073
54 H -2.114 3.915 -3.707
55 H 0.167 0.886 -4.479
56 H -0.932 -0.375 -3.695
57 H -1.418 0.391 -5.284
58 H 1.063 -3.077 0.052
59 H 1.246 -5.471 0.863
60 H -0.860 -6.770 1.700
61 H -3.366 -3.079 0.953
62 H 1.872 -0.974 -0.416
63 H 2.509 1.617 0.856
64 H 3.530 0.847 -0.432
65 H 3.966 0.648 1.323
66 H 3.203 -3.620 1.071
67 H 3.732 -3.042 -1.158
68 H 4.372 -1.592 -2.089
69 H 5.518 -2.861 -1.492
70 C -6.793 -5.135 -4.274
71 C -5.471 -4.784 -4.011
72 C -4.907 -3.682 -4.639
73 C -5.659 -2.933 -5.541
74 C -6.976 -3.300 -5.823
75 C -7.544 -4.396 -5.178
76 C -7.772 -2.542 -6.818
77 O -8.922 -2.858 -7.062
78 C -7.141 -1.396 -7.518
79 C -7.856 -0.708 -8.497
80 C -7.279 0.373 -9.147
81 C -5.988 0.779 -8.817
82 C -5.270 0.094 -7.847
83 C -5.841 -1.001 -7.202
84 C -5.052 -1.748 -6.192
85 O -3.923 -1.397 -5.906
86 H -7.236 -5.991 -3.776
87 H -4.882 -5.369 -3.314
88 H -3.879 -3.409 -4.427
89 H -8.571 -4.678 -5.383
90 H -8.863 -1.018 -8.756
91 H -7.835 0.904 -9.912
92 H -5.541 1.629 -9.321
93 H -4.264 0.411 -7.597
94 C 10.740 -7.831 2.960
95 C 11.320 -7.099 1.927
96 C 10.822 -5.845 1.600
97 C 9.735 -5.323 2.297
98 C 9.139 -6.067 3.315
99 C 9.652 -7.318 3.652
100 C 7.950 -5.544 4.033
101 O 7.433 -6.194 4.924
102 C 7.399 -4.226 3.641
103 C 6.249 -3.747 4.265
104 C 5.732 -2.507 3.913
105 C 6.368 -1.736 2.943
106 C 7.510 -2.211 2.314
107 C 8.024 -3.461 2.654
108 C 9.223 -3.973 1.951
109 O 9.778 -3.303 1.099
110 H 11.135 -8.807 3.221
111 H 12.162 -7.506 1.378
112 H 11.280 -5.276 0.799
113 H 9.201 -7.894 4.452
114 H 5.751 -4.341 5.023
115 H 4.834 -2.138 4.396
116 H 5.967 -0.765 2.674
117 H 7.997 -1.609 1.556
118 C -0.967 4.976 3.413
119 C -2.101 4.968 4.222
120 C -2.705 6.164 4.589
121 C -2.170 7.376 4.159
122 C -1.018 7.387 3.367
123 C -0.426 6.183 2.987
124 C -0.409 8.668 2.943
125 O 0.593 8.682 2.249
126 C -1.035 9.941 3.383
127 C -0.442 11.154 3.041
128 C -1.027 12.350 3.437
129 C -2.212 12.338 4.169
130 C -2.802 11.131 4.517
131 C -2.210 9.929 4.133
132 C -2.831 8.644 4.541
133 O -3.866 8.636 5.186
134 H -0.503 4.039 3.119
135 H -2.515 4.026 4.563
136 H -3.591 6.150 5.215
137 H 0.460 6.184 2.362
138 H 0.478 11.170 2.468
139 H -0.561 13.293 3.173
140 H -2.672 13.272 4.472
141 H -3.722 11.127 5.091

Density functional theory data (ωB97M-V/def2-TZVPD) for a structure of composition C24H45FFeP2.

Results
E_tot: -2987.12085 Ha
total charge: +1
<S²>: 8.782
2S+1: 6

Cartesian coordinates (Å):
1 Fe 0.000 0.000 0.000
2 C 1.381 -1.864 -0.301
3 C 0.265 -2.148 0.641
4 C -0.708 -1.581 -1.491
5 C 0.760 -1.509 -1.607
6 C -1.021 -2.035 -0.116
7 C 2.852 -2.232 -0.036
8 H 3.132 -2.050 1.000
9 H 3.538 -1.672 -0.664
10 H 3.017 -3.290 -0.239
11 C 1.423 -1.502 -2.995
12 H 2.471 -1.777 -2.927
13 H 1.306 -0.545 -3.502
14 H 0.973 -2.256 -3.639
15 C -1.579 -1.866 -2.726
16 H -1.290 -2.815 -3.177
17 H -1.448 -1.095 -3.483
18 H -2.632 -1.967 -2.477
19 C -2.388 -2.522 0.392
20 H -2.278 -3.232 1.211
21 H -2.942 -3.027 -0.398
22 H -2.997 -1.697 0.753
23 C 0.414 -2.873 1.989
24 H 0.371 -3.952 1.844
25 H -0.378 -2.604 2.686
26 H 1.366 -2.650 2.467
27 C 1.090 1.869 0.559
28 C 1.676 0.667 1.246
29 C 1.459 0.439 2.746
30 C -0.013 0.471 3.144
31 C -0.929 0.138 1.959
32 C -1.505 1.163 1.061
33 C -1.174 2.646 1.267
34 C 0.311 2.920 1.347
35 H 2.023 1.175 3.322
36 H -0.293 1.422 3.596
37 H 1.890 -0.525 3.014
38 H 0.661 2.991 2.376
39 H 1.517 2.316 -0.317
40 H 2.569 0.214 0.838
41 H 0.512 3.908 0.929
42 H -1.585 3.210 0.430
43 H -2.573 0.983 1.057
44 H -1.675 3.027 2.157
45 H -0.175 -0.260 3.938
46 H -1.622 -0.670 2.186
47 P 3.865 0.789 -4.392
48 C 5.196 0.071 -5.542
49 H 5.979 0.797 -5.758
50 H 4.762 -0.218 -6.499
51 H 5.668 -0.803 -5.094
52 C 3.574 2.265 -5.544
53 H 4.513 2.691 -5.897
54 H 3.021 3.056 -5.038
55 H 2.995 1.948 -6.411
56 C 5.183 1.634 -3.315
57 H 5.913 2.171 -3.921
58 H 5.716 0.888 -2.725
59 H 4.737 2.356 -2.632
60 P -4.202 0.311 -3.723
61 C -5.823 -0.526 -3.239
62 H -6.675 -0.042 -3.718
63 H -5.965 -0.474 -2.159
64 H -5.811 -1.572 -3.542
65 C -4.830 2.076 -3.411
66 H -5.795 2.251 -3.886
67 H -4.120 2.796 -3.818
68 H -4.961 2.274 -2.349
69 C -4.614 0.456 -5.572
70 H -5.541 1.002 -5.742
71 H -4.743 -0.522 -6.032
72 H -3.811 0.979 -6.091
73 F 0.638 -0.998 1.979

Density functional theory data (ωB97M-V/def2-TZVPD) for an isolated molecule of C6H12N2.

Results
total charge: 0
energy above the lowest of the compared OMol25 structures with the same formula, charge and spin: 103.9 kcal/mol

Cartesian coordinates (Å):
1 C 1.771 0.688 0.966
2 C 1.628 1.780 0.032
3 C 2.120 -0.701 0.501
4 C -0.840 -1.081 -1.130
5 C -2.945 -0.123 -0.021
6 N 0.283 1.161 1.024
7 C -1.450 -0.113 -0.153
8 N -0.818 0.740 0.539
9 H 2.195 0.917 1.941
10 H 1.884 2.783 0.337
11 H 1.529 1.590 -1.031
12 H 3.203 -0.786 0.442
13 H 1.762 -0.886 -0.512
14 H 1.763 -1.463 1.194
15 H -1.614 -1.734 -1.538
16 H -0.332 -0.568 -1.937
17 H -3.281 0.695 0.629
18 H -3.416 -0.040 -1.001
19 H -3.289 -1.084 0.366
20 H -0.153 -1.774 -0.647

Density functional theory data (ωB97M-V/def2-TZVPD) for a structure of composition C13H34ClCsFLiMgN2NaO16PSSi2.

Results
E_tot: -4097.35046 Ha
total charge: -2

Cartesian coordinates (Å):
1 C -5.144 3.706 -4.136
2 C -5.024 3.116 -2.737
3 C -3.969 3.770 -1.815
4 Si -3.028 2.378 -0.922
5 C -2.966 2.354 0.982
6 O -3.550 1.120 1.367
7 N -2.619 0.167 0.891
8 O -3.086 -1.016 0.987
9 O -1.456 2.350 -1.401
10 Si -1.178 1.077 -2.511
11 H -5.398 2.907 -4.817
12 H -4.233 4.157 -4.502
13 H -5.935 4.439 -4.229
14 H -4.829 2.062 -2.838
15 H -5.983 3.215 -2.251
16 H -4.443 4.445 -1.111
17 H -3.270 4.404 -2.373
18 H -3.751 1.016 -1.236
19 H -3.505 3.158 1.482
20 H -1.923 2.304 1.280
21 H 0.262 0.899 -2.698
22 H -1.996 1.270 -3.718
23 H -1.733 -0.143 -1.822
24 Li -0.910 -0.392 -0.054
25 F -0.565 -0.124 -4.574
26 Mg -3.214 6.265 -3.076
27 Cl -4.724 -0.730 -1.603
28 O 4.629 1.090 -2.499
29 S 3.403 1.888 -2.520
30 O 3.718 3.321 -2.392
31 O 2.519 1.465 -1.414
32 O 2.676 1.681 -3.782
33 C 4.829 -5.416 2.779
34 O 4.515 -5.308 1.414
35 C 3.749 -6.382 0.893
36 C 2.343 -5.949 0.550
37 N 1.575 -5.654 1.760
38 C 0.298 -4.996 1.526
39 C 0.293 -3.615 0.873
40 O 0.822 -2.580 1.684
41 C 2.246 -2.419 1.684
42 H 5.558 -4.640 3.007
43 H 3.950 -5.263 3.419
44 H 5.273 -6.392 3.012
45 H 3.741 -7.233 1.586
46 H 4.238 -6.706 -0.029
47 H 1.847 -6.753 -0.003
48 H 2.420 -5.079 -0.114
49 H 2.135 -5.060 2.358
50 H -0.186 -4.897 2.506
51 H -0.331 -5.665 0.923
52 H -0.757 -3.334 0.727
53 H 0.753 -3.616 -0.120
54 H 2.689 -2.676 0.729
55 H 2.701 -3.009 2.490
56 H 2.458 -1.371 1.881
57 Na -3.809 1.965 3.379
58 C 0.175 4.165 0.409
59 O 0.197 3.959 1.848
60 C 0.712 4.940 2.558
61 O 1.155 5.983 2.153
62 O 0.656 4.588 3.860
63 C 1.189 5.568 4.742
64 H -0.282 3.277 -0.022
65 H -0.430 5.039 0.167
66 H 1.182 4.281 0.018
67 H 0.633 6.501 4.667
68 H 2.242 5.746 4.532
69 H 1.087 5.167 5.747
70 Cs -3.569 -3.229 0.898
71 O 2.188 -3.820 -2.517
72 P 2.604 -2.393 -2.167
73 O 2.675 -1.550 -3.432
74 O 3.986 -2.389 -1.534
75 O 1.571 -1.808 -1.204

Density functional theory data (ωB97M-V/def2-TZVPD) for the ion C5H14N2S with charge +1.

Results
total charge: +1
<S²>: 0.756
energy above the lowest of the compared OMol25 structures with the same formula, charge and spin: 21.9 kcal/mol
2S+1: 2

Cartesian coordinates (Å):
1 C 2.103 0.223 -1.219
2 N 0.760 0.759 -0.887
3 C -0.035 0.182 0.174
4 C -0.899 -0.924 -0.498
5 S -1.528 -2.029 0.761
6 C -0.902 1.285 0.868
7 N -0.861 1.151 2.293
8 C 2.839 1.250 -2.077
9 H 2.549 0.082 -0.242
10 H 1.928 -0.712 -1.757
11 H 0.233 0.895 -1.754
12 H 0.663 -0.202 0.893
13 H -1.708 -0.422 -1.031
14 H -0.325 -1.475 -1.243
15 H -1.683 -1.119 1.736
16 H -0.549 2.260 0.543
17 H -1.950 1.199 0.596
18 H -1.748 1.168 2.765
19 H -0.138 1.636 2.796
20 H 3.162 0.846 -3.026
21 H 3.764 1.592 -1.607
22 H 2.271 2.159 -2.262

Density functional theory data (ωB97M-V/def2-TZVPD) for a cluster of 2 separate species, C7H9Cl in total.

Results
total charge: 0
energy above the lowest of the compared OMol25 structures with the same formula, charge and spin: 140.5 kcal/mol

Cartesian coordinates (Å):
1 C -3.558 1.637 -0.829
2 C -3.147 0.974 0.079
3 C -0.255 0.304 0.731
4 C 0.629 -0.067 -0.150
5 C 2.067 0.212 0.073
6 C 0.337 -0.769 -1.433
7 C -2.765 -0.039 0.923
8 Cl -3.339 -1.605 0.157
9 H -3.889 2.477 -1.437
10 H -0.340 0.891 1.674
11 H 2.130 1.174 0.700
12 H 2.628 -0.636 0.468
13 H 2.527 0.540 -0.783
14 H 1.276 -1.359 -1.742
15 H 0.153 0.052 -2.090
16 H -0.574 -1.235 -1.312
17 H -2.824 -0.021 2.023

Density functional theory data (ωB97M-V/def2-TZVPD) for a structure of composition C51H32Cl2N4O2Ta.

Results
total charge: +1
energy above the lowest of the compared OMol25 structures with the same formula, charge and spin: 0.0 kcal/mol

Cartesian coordinates (Å):
1 Ta 0.138 0.234 0.065
2 C 5.541 -1.139 -5.438
3 C 5.783 -0.673 -4.153
4 C 4.733 -0.526 -3.259
5 C 3.434 -0.839 -3.648
6 C 3.196 -1.303 -4.937
7 C 4.247 -1.454 -5.829
8 C 2.310 -0.684 -2.683
9 C 2.215 -1.555 -1.618
10 C 3.085 -2.671 -1.437
11 C 2.701 -3.292 -0.303
12 C 1.592 -2.563 0.223
13 N 1.275 -1.490 -0.599
14 C 0.940 -2.941 1.382
15 C -0.234 -2.353 1.811
16 C -1.000 -2.827 2.918
17 C -2.153 -2.124 2.932
18 C -2.097 -1.202 1.845
19 C -3.135 -0.364 1.494
20 C -4.413 -0.446 2.257
21 C -4.783 0.567 3.134
22 C -5.974 0.479 3.840
23 C -6.803 -0.620 3.668
24 C -6.440 -1.633 2.792
25 C -5.247 -1.548 2.089
26 C -3.037 0.537 0.447
27 N -1.919 0.742 -0.342
28 C -2.290 1.751 -1.218
29 C -1.535 2.227 -2.275
30 C -2.059 3.398 -3.036
31 C -2.636 3.236 -4.291
32 C -3.128 4.337 -4.978
33 C -3.042 5.603 -4.415
34 C -2.466 5.769 -3.164
35 C -1.978 4.668 -2.474
36 C -0.358 1.632 -2.690
37 C 0.372 2.067 -3.835
38 C 1.441 1.250 -3.958
39 C 1.374 0.313 -2.885
40 N 0.265 0.547 -2.092
41 C -3.628 2.170 -0.960
42 C -4.096 1.405 0.052
43 N -0.885 -1.307 1.177
44 C 1.495 -4.081 2.168
45 C 0.906 -5.339 2.090
46 C 1.429 -6.399 2.817
47 C 2.540 -6.205 3.626
48 C 3.129 -4.951 3.706
49 C 2.610 -3.891 2.977
50 H 6.360 -1.257 -6.135
51 H 6.790 -0.424 -3.846
52 H 4.918 -0.163 -2.255
53 H 2.185 -1.554 -5.238
54 H 4.055 -1.822 -6.828
55 H 3.872 -2.947 -2.118
56 H 3.108 -4.185 0.140
57 H -0.696 -3.621 3.579
58 H -2.984 -2.221 3.610
59 H -4.132 1.424 3.266
60 H -6.256 1.269 4.524
61 H -7.733 -0.689 4.217
62 H -7.085 -2.490 2.652
63 H -4.960 -2.334 1.402
64 H -2.706 2.247 -4.727
65 H -3.580 4.205 -5.952
66 H -3.425 6.460 -4.952
67 H -2.396 6.754 -2.723
68 H -1.528 4.792 -1.496
69 H 0.085 2.890 -4.467
70 H 2.214 1.265 -4.707
71 H -4.150 2.923 -1.526
72 H -5.079 1.406 0.490
73 H 0.042 -5.488 1.454
74 H 0.970 -7.376 2.748
75 H 2.947 -7.031 4.194
76 H 3.995 -4.796 4.337
77 H 3.065 -2.910 3.036
78 Cl 1.809 6.979 2.822
79 C 1.455 5.521 1.961
80 C 1.993 5.324 0.690
81 C 1.725 4.169 -0.023
82 C 0.915 3.195 0.548
83 O 0.633 2.088 -0.145
84 C 0.374 3.389 1.821
85 C -0.486 2.394 2.420
86 O -0.758 1.295 1.949
87 C 0.643 4.565 2.529
88 H 2.624 6.092 0.263
89 H 2.131 4.011 -1.012
90 H -0.931 2.655 3.389
91 H 0.218 4.718 3.513
92 Cl 1.815 0.190 1.715

Q: Which of these has the lowest total charge?
A: C13H34ClCsFLiMgN2NaO16PSSi2